Computed, not measured: a structure of composition C31H54Cl2O3P2Tc in a non-equilibrium geometry, with the ωB97M-V functional and the def2-TZVPD basis.

```
! wB97M-V def2-TZVPD RIJCOSX def2/J DEFGRID3
* xyz 0 4
Cl -1.096 -0.938 1.412
H 3.164 2.885 -2.944
C -1.682 1.381 -2.075
C -0.804 5.469 1.410
H -0.471 0.934 -4.499
C 3.124 1.790 -3.016
C 0.957 -4.837 -2.938
C -0.102 3.143 1.297
H -3.059 -1.702 3.712
C -2.972 2.021 -2.616
H 3.348 -0.317 -5.802
H -3.448 -2.873 5.942
H 2.001 -2.970 -2.643
H -1.041 -0.717 -4.785
C 1.051 -3.428 -2.333
C -1.475 -3.210 -2.357
Cl 2.203 0.294 0.976
H -3.371 0.019 -4.739
H 3.481 2.536 5.188
H -1.758 1.235 -0.987
H -4.593 -1.542 5.661
H -0.841 2.072 -2.238
C -0.738 2.868 2.541
H 1.765 -5.453 -2.527
H -1.552 -3.261 -1.260
O -1.354 -1.853 4.894
C 3.203 0.479 4.584
H -3.829 1.444 -2.240
H -2.660 -0.215 4.611
H 3.860 2.214 3.473
P 0.020 -1.297 4.324
H 2.367 -0.690 -2.203
H 2.989 0.241 5.634
H 3.981 -0.757 -4.213
C -0.393 -5.521 -2.685
H 3.024 1.977 -5.165
H -2.511 -5.092 -2.571
C -0.705 1.566 3.155
H -3.220 -1.309 6.764
O 1.955 0.485 3.911
H 1.765 -1.379 7.389
H 1.129 -4.771 -4.022
C -2.706 -1.311 4.670
C -3.046 2.075 -4.150
H 1.080 -3.498 -1.235
Tc 0.577 0.114 2.719
H -3.070 3.036 -2.208
P 0.035 -0.859 -1.957
H 3.796 -0.345 4.165
O 1.085 -1.675 5.474
H 0.340 4.616 -0.212
C 3.237 -0.131 -4.726
H 0.978 1.835 -3.247
H 0.170 -2.131 7.276
C -1.601 -4.619 -2.961
C 1.840 -0.585 -4.282
H -0.464 -6.421 -3.307
C -0.146 4.424 0.746
C 3.920 1.815 4.488
H 0.434 2.339 0.785
C 0.802 -1.332 6.874
H -0.824 6.474 0.988
H 1.521 1.575 -1.576
H -4.078 2.294 -4.451
H -1.920 3.724 4.132
C 0.175 0.025 7.043
H 1.092 -0.115 -4.932
C -2.592 0.786 -4.849
H 1.745 -1.668 -4.435
H -2.256 -0.624 -2.575
H -1.941 6.019 3.172
H -0.131 -2.392 -3.831
C -3.542 -1.787 5.830
C 1.718 1.311 -2.624
H -1.463 1.489 3.959
H -1.735 -4.522 -4.048
C -1.397 0.040 -2.772
H -0.430 -5.859 -1.641
H 0.776 0.801 6.562
H 3.838 1.392 -2.282
C -0.142 -2.547 -2.737
H -2.434 2.914 -4.510
C -1.421 3.944 3.187
C 3.535 1.345 -4.425
C -1.434 5.214 2.640
C 1.587 -0.205 -2.820
C -1.283 0.228 -4.278
H -2.324 -2.606 -2.706
H 4.609 1.523 -4.557
H -0.847 0.065 6.654
H 0.119 0.251 8.111
H 4.970 1.675 4.764
H -2.466 0.967 -5.925
*
```

Its expectation value of S² is 3.7929. The total energy comes out at -84986.5783 eV.